Entry 1:
Density functional theory data (ωB97M-V/def2-TZVPD) for a 12-piece molecular cluster, C51H60N12 overall in a non-equilibrium geometry.

Properties
Spin multiplicity = 2
Orbital gap (alpha / beta) = 1.60 / 6.48 eV
Charge = -1
Highest occupied orbital energy (alpha / beta) = 0.35 / -4.54 eV

Geometry as XYZ:
```
123
C51H60N12 ωB97M-V/def2-TZVPD
N -6.3952 -0.3342 -2.5392
C -5.2797 -0.3780 -1.7309
C -4.8157 0.9465 -1.7128
C -5.6334 1.7919 -2.4710
C -6.5958 0.9533 -2.9443
H -6.9507 -1.1384 -2.7936
H -4.9987 -1.3354 -1.3175
H -3.8659 1.2401 -1.2907
H -5.5149 2.8585 -2.5928
H -7.4471 1.1791 -3.5693
N 2.9198 -1.6824 -5.0295
C 4.2653 -1.5057 -5.0463
C 4.6587 -0.8616 -3.9186
C 3.5453 -0.7366 -3.1526
C 2.4516 -1.3115 -3.8120
H 2.3545 -2.1696 -5.7102
H 4.8555 -1.7837 -5.9070
H 5.6164 -0.5660 -3.5164
H 3.5030 -0.3732 -2.1364
H 1.4151 -1.4705 -3.5535
N -4.0316 1.5749 5.0067
C -2.7200 1.5447 4.6394
C -2.5580 1.2812 3.2903
C -3.8344 1.1108 2.8113
C -4.7219 1.3678 3.8123
H -4.4754 1.6673 5.9093
H -2.0570 1.6809 5.4810
H -1.6092 1.1617 2.7885
H -4.0385 0.9421 1.7642
H -5.7958 1.4825 3.8248
N 3.4731 4.9425 -2.4220
C 3.9788 3.8898 -3.1610
C 3.1249 2.7998 -3.1705
C 1.9393 3.2410 -2.5495
C 2.1966 4.5316 -2.0050
H 3.8862 5.8641 -2.4137
H 4.9432 4.0290 -3.6268
H 3.3361 1.8619 -3.6626
H 1.0458 2.6344 -2.5394
H 1.5642 5.1843 -1.4215
N 5.0865 -5.3893 1.3701
C 3.7902 -5.2137 1.7698
C 3.4658 -6.0960 2.7406
C 4.5618 -6.9492 2.9558
C 5.5702 -6.4034 2.1571
H 5.5698 -4.8500 0.6660
H 3.1460 -4.5070 1.2679
H 2.5637 -6.2602 3.3113
H 4.5977 -7.7483 3.6815
H 6.6238 -6.6288 2.0840
N 0.6945 -1.7282 0.9025
C -0.6255 -1.4158 0.9371
C -0.7900 -0.3580 0.0826
C 0.4438 -0.0540 -0.5849
C 1.3931 -0.8064 0.1200
H 1.1889 -2.4255 1.4405
H -1.2975 -1.9148 1.6195
H -1.7715 0.0869 0.0104
H 0.6860 0.5864 -1.4201
H 2.4631 -0.8614 -0.0163
N -0.2493 -4.9432 3.5223
C -1.5515 -4.4178 3.5961
C -1.4171 -3.1203 4.0846
C -0.1146 -2.8281 4.3447
C 0.5865 -3.9824 4.0423
H 0.1279 -5.8321 3.2261
H -2.4258 -4.9558 3.2605
H -2.2017 -2.4126 4.3082
H 0.2703 -1.8570 4.6188
H 1.6351 -4.2345 4.0999
N -3.5547 -3.8357 0.4346
C -4.3180 -2.8596 0.9374
C -5.6513 -3.1811 0.6947
C -5.7139 -4.3711 -0.0691
C -4.3939 -4.7770 -0.1395
H -2.5496 -3.8815 0.3470
H -3.8416 -2.0210 1.4235
H -6.5236 -2.5821 0.9107
H -6.5759 -4.8056 -0.5534
H -4.0419 -5.6744 -0.6266
N 6.3134 1.9508 -0.4415
C 6.8026 0.9950 0.4528
C 5.7517 0.4810 1.1665
C 4.5827 1.0031 0.6393
C 4.9592 1.9432 -0.3378
H 6.8481 2.5552 -1.0489
H 7.8694 0.9066 0.5964
H 5.8216 -0.2513 1.9572
H 3.5581 0.7757 0.8944
H 4.3204 2.5587 -0.9537
N -0.3468 0.4277 -4.0586
C -1.6177 0.6250 -3.6481
C -2.6324 1.2210 -4.4050
C -2.3379 1.6895 -5.7044
C -1.0134 1.5308 -6.1150
C -0.0675 0.8982 -5.3080
H -1.8385 0.1993 -2.6804
H -3.6394 1.4019 -4.0590
H -3.1085 2.1538 -6.3018
H -0.7077 1.8918 -7.0859
H 0.9650 0.9477 -5.6206
N -3.5724 4.6893 -0.5379
C -2.8828 4.1497 -1.5610
C -1.6777 3.5264 -1.3837
C -1.1492 3.2797 -0.0693
C -1.8462 3.8578 0.9861
C -3.0064 4.5512 0.6848
H -3.2853 4.3577 -2.5414
H -1.1700 3.1661 -2.2663
H -0.1640 2.8477 0.0267
H -1.4498 3.7543 1.9853
H -3.6229 4.8782 1.5091
N 1.8873 4.0430 4.5292
C 1.3280 2.9143 5.0896
C 0.9737 1.8832 4.3124
C 1.2798 1.8304 2.9762
C 1.7848 2.9886 2.3569
C 2.1635 4.0255 3.2027
H 1.1784 2.8311 6.1560
H 0.6007 1.0111 4.8287
H 1.0222 0.9480 2.4093
H 1.8339 3.0380 1.2792
H 2.7011 4.9186 2.9201
```

=====

Entry 2:
Density functional theory data (ωB97M-V/def2-TZVPD) for C51H60N5O8P3PbS3 as an isolated structure.

Properties
Orbital gap = 7.37 eV
Relative energy (zero: lowest compared OMol25 entry of this formula, charge and spin) = 6.3 kcal/mol
Charge = 0
Highest occupied orbital energy = -7.19 eV

Geometry as XYZ:
```
131
C51H60N5O8P3PbS3 ωB97M-V/def2-TZVPD
Pb -0.3918 -0.8009 0.2221
N 1.0016 -0.7876 2.3784
N 1.4357 -2.0807 2.6858
C 1.1528 -3.1453 1.8046
O 1.8114 -4.1714 1.9479
O 0.2264 -2.9266 0.9481
H 1.7490 -0.1585 2.1036
H 0.4709 -0.3832 3.1422
H 2.2864 -2.1810 3.2144
O 1.7657 1.2932 0.5770
P 1.9120 2.5515 -0.2085
C 1.4096 2.3302 -1.9469
P -0.3823 2.4330 -2.1525
O -1.0628 1.7802 -0.9965
C -0.8375 4.1651 -2.3003
C -1.9435 4.5880 -1.5702
C -2.3648 5.9077 -1.6642
C -1.6823 6.7995 -2.4772
C -0.5749 6.3785 -3.2058
C -0.1550 5.0618 -3.1207
C -0.7728 1.6572 -3.7295
C -0.4914 0.2958 -3.8710
C -0.9192 -0.3763 -5.0044
C -1.6120 0.2982 -6.0020
C -1.8866 1.6497 -5.8663
C -1.4760 2.3276 -4.7266
C 0.9471 3.9018 0.4791
C 1.1428 5.2277 0.0934
C 0.3300 6.2235 0.6080
C -0.6757 5.8964 1.5108
C -0.8743 4.5781 1.8932
C -0.0663 3.5744 1.3764
C 3.6181 3.1435 -0.3173
C 4.4266 2.8103 -1.4030
C 5.7519 3.2192 -1.4377
C 6.2819 3.9504 -0.3837
C 5.4884 4.2673 0.7103
C 4.1614 3.8669 0.7430
H 1.7049 1.2981 -2.1851
H 1.9263 3.0277 -2.6089
H -2.4609 3.8823 -0.9295
H -3.2247 6.2364 -1.0946
H -2.0114 7.8286 -2.5463
H -0.0444 7.0765 -3.8406
H 0.7020 4.7340 -3.6997
H 0.0403 -0.2452 -3.0909
H -0.7336 -1.4374 -5.0991
H -1.9489 -0.2369 -6.8813
H -2.4342 2.1753 -6.6377
H -1.7189 3.3760 -4.6114
H 1.9293 5.4834 -0.6083
H 0.4779 7.2524 0.3062
H -1.3112 6.6764 1.9116
H -1.6665 4.3200 2.5842
H -0.2376 2.5392 1.6509
H 4.0370 2.2086 -2.2157
H 6.3723 2.9631 -2.2874
H 7.3156 4.2704 -0.4129
H 5.9013 4.8311 1.5366
H 3.5424 4.1232 1.5947
S -1.9980 0.3797 2.0476
C -3.2520 1.3329 1.2856
C -3.8528 2.3159 2.0955
C -4.8667 3.1328 1.6398
C -5.3390 3.0170 0.3349
C -4.7638 2.0698 -0.4867
C -3.7419 1.2291 -0.0313
S -3.0656 0.1528 -1.2501
H -3.4979 2.4135 3.1138
H -5.2958 3.8683 2.3099
H -6.1338 3.6538 -0.0300
H -5.0921 1.9634 -1.5133
O 1.8315 -1.0066 -1.9211
P 3.0770 -1.5805 -2.4979
N 3.1594 -3.1940 -2.2077
C 4.1843 -4.1029 -2.7139
C 3.5067 -5.4586 -2.5499
C 2.7998 -5.3218 -1.1972
C 2.4479 -3.8293 -1.0751
N 3.2721 -1.4773 -4.1507
C 2.3249 -2.2479 -4.9706
C 2.6332 -1.7801 -6.3870
C 3.0420 -0.3053 -6.2269
C 3.3320 -0.1209 -4.7257
N 4.3831 -0.7281 -1.9271
C 5.7514 -0.9697 -2.4203
C 6.5583 -1.3094 -1.1718
C 5.8887 -0.4442 -0.1062
C 4.4061 -0.5588 -0.4479
H 5.1023 -4.0613 -2.1114
H 4.4484 -3.8610 -3.7440
H 4.2087 -6.2913 -2.5849
H 2.7804 -5.5933 -3.3568
H 3.4745 -5.6041 -0.3888
H 1.9170 -5.9528 -1.1093
H 2.7761 -3.4456 -0.1109
H 1.3833 -3.6281 -1.1414
H 1.2888 -2.0204 -4.6949
H 2.4797 -3.3164 -4.8317
H 1.7794 -1.9077 -7.0528
H 3.4611 -2.3632 -6.7920
H 2.2411 0.3645 -6.5393
H 3.9169 -0.0718 -6.8321
H 2.5688 0.5262 -4.2773
H 4.3081 0.3249 -4.5324
H 6.1420 -0.0561 -2.8843
H 5.7670 -1.7532 -3.1778
H 7.6222 -1.1065 -1.2932
H 6.4384 -2.3675 -0.9249
H 6.2183 0.5933 -0.2013
H 6.0974 -0.7736 0.9109
H 3.8213 0.3087 -0.1471
H 3.9685 -1.4328 0.0466
C -0.4765 -4.1659 -5.7118
C -1.2603 -3.7671 -4.4911
C -2.5999 -3.3875 -4.6071
C -3.3271 -3.0024 -3.4980
C -2.7122 -3.0074 -2.2502
C -1.3882 -3.3887 -2.1039
C -0.6677 -3.7567 -3.2353
S -3.6440 -2.5677 -0.8170
O -4.2195 -1.1334 -1.1971
O -4.7944 -3.4006 -0.7145
O -2.7117 -2.4444 0.2641
H -1.0113 -4.9176 -6.2939
H 0.4963 -4.5739 -5.4390
H -0.3079 -3.3073 -6.3684
H -3.0757 -3.3975 -5.5813
H -4.3651 -2.7088 -3.5890
H -0.9308 -3.4201 -1.1199
H 0.3728 -4.0438 -3.1317
```

=====

Q: charge of number 1 (C51H60N12)?
A: -1

=====

Q: What is the formula in the first record?
A: C51H60N12

=====

Q: Which of these has the highest charge?
A: C51H60N5O8P3PbS3